(1)
The following is a DFT calculation (wB97M-V/def2-TZVPD) of a molecular structure, C34H36N3O2P2RuS at a distorted geometry.

Gap between HOMO and LUMO (spin up / spin down): 4.9 / 6.1 eV
Spin multiplicity: 6
Strongest force on any atom: 1.03 eV/A
Relative energy (zero: lowest compared OMol25 entry of this formula, charge and spin): 0.000 eV
E: -2807.5945 Eh
Expectation value of S²: 8.807

Atoms and positions in Å:
Ru: 0.088 -1.074 1.539
C: -3.444 0.620 2.058
P: -1.860 0.375 1.182
C: -2.395 -0.189 -0.456
N: -3.184 0.649 -1.142
C: -3.596 0.219 -2.381
C: -4.390 1.049 -3.181
C: -4.803 0.636 -4.436
C: -4.436 -0.620 -4.918
C: -3.657 -1.461 -4.142
C: -3.223 -1.066 -2.874
N: -2.458 -1.923 -2.115
C: -2.059 -1.472 -0.929
P: -1.238 -2.644 0.212
C: -2.657 -3.529 0.956
C: -0.370 -3.957 -0.797
C: 0.783 -3.237 -1.507
C: -1.256 -4.690 -1.805
C: 0.171 -4.984 0.200
C: -1.231 2.140 0.982
C: -0.556 2.534 2.309
C: -2.329 3.161 0.684
C: -0.222 2.126 -0.173
H: -4.099 1.160 1.379
H: -3.297 1.182 2.982
H: -3.888 -0.345 2.301
H: -4.670 2.023 -2.792
H: -5.414 1.295 -5.043
H: -4.762 -0.942 -5.900
H: -3.369 -2.444 -4.502
H: -3.319 -3.842 0.152
H: -3.189 -2.847 1.614
H: -2.332 -4.395 1.535
H: 0.402 -2.543 -2.259
H: 1.435 -3.964 -2.002
H: 1.401 -2.676 -0.795
H: -1.717 -4.004 -2.506
H: -2.043 -5.257 -1.300
H: -0.633 -5.409 -2.352
H: 0.605 -4.509 1.071
H: 0.953 -5.587 -0.275
H: -0.618 -5.661 0.534
H: 0.015 3.458 2.184
H: 0.131 1.771 2.677
H: -1.307 2.710 3.086
H: -3.015 3.270 1.528
H: -2.897 2.881 -0.199
H: -1.864 4.141 0.513
H: 0.419 1.242 -0.163
H: 0.435 2.997 -0.122
H: -0.740 2.123 -1.132
O: 4.697 -0.114 1.066
C: 3.597 -0.432 1.360
O: 2.532 0.484 1.229
C: 3.170 -1.780 1.789
C: 4.029 -2.788 1.341
C: 3.848 -4.108 1.689
C: 2.781 -4.446 2.520
C: 1.910 -3.480 2.954
C: 2.043 -2.111 2.602
S: 1.114 -0.984 3.622
H: 4.862 -2.490 0.719
H: 4.534 -4.869 1.337
H: 2.636 -5.476 2.826
H: 1.099 -3.738 3.620
N: 4.652 9.358 -0.695
C: 4.399 8.263 -0.451
C: 4.081 6.888 -0.148
C: 2.809 6.393 -0.423
C: 2.506 5.074 -0.145
C: 3.467 4.231 0.413
C: 4.741 4.735 0.689
C: 5.047 6.053 0.409
C: 3.164 2.857 0.706
C: 2.877 1.728 0.960
H: 2.064 7.049 -0.853
H: 1.520 4.688 -0.363
H: 5.484 4.080 1.121
H: 6.032 6.445 0.624

Mulliken population analysis, charges in e, atoms 1 to 4:
1 Ru -0.515
2 C -1.757
3 P 1.074
4 C -0.495

---

(2)
The following is a DFT calculation (wB97M-V/def2-TZVPD) of 2 unconnected molecules or ions with the total composition C3H10N3O at a distorted geometry.

Gap between HOMO and LUMO: 5.8 eV
Total charge: +1
Strongest force on any atom: 7.70 eV/A
Relative energy (zero: lowest compared OMol25 entry of this formula, charge and spin): 7.768 eV
E: -359.3544 Eh

Atoms and positions in Å:
N: -0.928 0.319 2.374
C: -0.426 0.222 1.025
N: 1.260 -0.193 1.175
N: -1.105 1.322 0.331
H: -0.921 1.341 2.495
H: -1.896 0.103 2.162
H: 1.511 0.625 1.704
H: 0.973 -0.837 1.876
H: -0.640 1.466 -0.555
H: -2.010 0.920 0.122
O: -0.355 0.587 -2.760
C: 0.085 -0.522 -2.427
C: 1.017 -0.875 -1.384
H: -0.359 -1.445 -2.958
H: 1.622 -0.048 -0.990
H: 1.681 -1.702 -1.711
H: 0.491 -1.284 -0.479

natural (NBO) population analysis, charges in e, atoms 1 to 4:
1 N -0.860
2 C 0.772
3 N -0.702
4 N -0.683

---

(3)
The following is a DFT calculation (wB97M-V/def2-TZVPD) of 2 unconnected molecules or ions with the total composition C4H4Cl3O5P at a distorted geometry.

Gap between HOMO and LUMO: 9.5 eV
SMILES: C#COC(=O)OP(O)O.ClC(Cl)Cl
Strongest force on any atom: 10.35 eV/A
E: -2252.6771 Eh

Atoms and positions in Å:
C: 2.113 -0.236 -1.910
C: 1.180 0.446 -1.073
O: 0.175 0.664 0.021
C: -0.873 1.529 -0.548
O: -0.627 2.429 -1.531
O: -2.237 1.419 0.043
P: -3.089 0.034 -0.589
O: -3.255 0.244 -2.336
O: -2.232 -1.431 -0.202
H: 2.911 -0.906 -2.494
H: -3.084 -0.633 -2.800
H: -2.204 -2.076 -0.979
Cl: 2.104 0.042 1.180
C: 2.312 -0.392 2.886
Cl: 3.120 0.916 3.766
Cl: 0.747 -0.767 3.627
H: 2.941 -1.284 2.940

natural (NBO) population analysis, charges in e, atoms 1 to 4:
1 C -0.278
2 C 0.209
3 O -0.501
4 C 0.945

---

(4)
The following is a DFT calculation (wB97M-V/def2-TZVPD) of 2 unconnected molecules or ions with the total composition CH6NPS2 at a distorted geometry.

Gap between HOMO and LUMO (spin up / spin down): 7.0 / 7.0 eV
Strongest force on any atom: 3.18 eV/A
Relative energy (zero: lowest compared OMol25 entry of this formula, charge and spin): 1.915 eV
E: -1234.1525 Eh

Atoms and positions in Å:
C: 1.129 0.699 -0.120
N: -1.255 0.165 -1.323
P: -0.595 0.549 0.244
S: -1.691 1.789 1.295
S: -0.333 -1.841 2.041
H: 1.340 -0.062 -0.865
H: 1.310 1.677 -0.654
H: 1.636 0.546 0.813
H: -2.274 -0.115 -1.416
H: -0.701 -0.575 -1.610
H: 0.848 -1.577 2.615

natural (NBO) population analysis, charges in e, atoms 1 to 4:
1 C -1.019
2 N -1.110
3 P 1.352
4 S -0.415

---

(5)
The following is a DFT calculation (wB97M-V/def2-TZVPD) of a molecular structure, C21H28NORe at a distorted geometry.

Gap between HOMO and LUMO (spin up / spin down): 3.4 / 4.0 eV
Spin multiplicity: 4
Total charge: -1
Strongest force on any atom: 3.16 eV/A
E: -1024.9660 Eh
Expectation value of S²: 3.773

Atoms and positions in Å:
Re: 0.058 0.903 0.829
C: 2.166 0.884 1.902
C: 2.354 -0.035 0.838
C: 2.093 0.635 -0.398
H: 2.702 -1.049 0.965
C: 1.681 1.974 -0.112
C: 1.735 2.145 1.342
H: 1.616 3.074 1.887
H: 2.393 0.705 2.951
H: 2.211 0.237 -1.386
H: 1.530 2.738 -0.853
C: -2.068 0.864 1.314
C: -1.416 2.064 1.775
C: -0.876 2.733 0.618
H: -1.406 2.427 2.778
C: -1.168 1.925 -0.545
C: -1.911 0.778 -0.105
H: -2.342 0.020 -0.755
H: -2.661 0.213 1.927
H: -0.434 3.712 0.622
H: -0.990 2.196 -1.579
O: 1.053 -1.967 -0.297
C: -0.122 0.240 -4.629
C: 0.484 -0.940 -4.273
C: 0.687 1.430 -4.107
C: -1.610 0.184 -4.299
C: 1.006 -2.165 -1.565
H: 1.573 -1.014 -3.975
H: -0.111 -1.891 -4.126
H: 0.139 -2.587 -2.106
H: 1.781 -1.757 -2.111
H: 0.974 2.295 -4.754
H: 1.630 1.061 -3.738
H: 0.124 1.862 -3.276
H: -2.362 0.211 -5.119
H: -1.873 1.021 -3.649
H: -1.767 -0.748 -3.793
C: 0.145 0.348 4.359
C: -0.078 -0.831 3.499
C: -0.251 -2.133 4.024
C: -0.585 -2.970 2.952
C: -0.659 -2.156 1.803
C: -1.095 -2.686 0.521
N: -0.247 -0.881 2.132
H: 0.318 1.291 3.820
H: 1.009 0.149 5.015
H: -0.724 0.486 5.027
H: -0.165 -2.364 5.077
H: -0.787 -4.030 2.929
H: -0.360 -3.430 0.170
H: -2.004 -3.283 0.662
H: -1.391 -1.885 -0.188

natural (NBO) population analysis, charges in e, atoms 1 to 4:
1 Re 0.542
2 C -0.342
3 C -0.235
4 C -0.298

---

(6)
The following is a DFT calculation (wB97M-V/def2-TZVPD) of a single C5H10O molecule at a distorted geometry.

Gap between HOMO and LUMO: 10.5 eV
SMILES: CC/C=C/CO
Strongest force on any atom: 1.78 eV/A
Relative energy (zero: lowest compared OMol25 entry of this formula, charge and spin): 1.580 eV
E: -271.6946 Eh

Atoms and positions in Å:
C: 1.248 -2.174 0.265
C: 0.072 -1.311 0.776
C: -0.004 0.021 0.091
C: -1.008 0.879 0.079
C: -0.830 2.292 -0.436
O: -0.126 2.312 -1.671
H: 1.496 -1.796 -0.730
H: 0.979 -3.219 0.035
H: 2.062 -2.229 0.984
H: 0.312 -1.210 1.862
H: -0.856 -1.864 0.773
H: 1.021 0.338 -0.124
H: -2.044 0.723 0.382
H: -0.168 2.811 0.282
H: -1.738 2.904 -0.418
H: -0.414 1.522 -2.149

natural (NBO) population analysis, charges in e, atoms 1 to 4:
1 C -0.612
2 C -0.447
3 C -0.173
4 C -0.230